Version i
{
  "formula": "C4H11NO3",
  "method": "ωB97M-V with the def2-TZVPD basis set",
  "symbols": ["H", "H", "H", "H", "C", "H", "H", "H", "H", "H", "O", "C", "O", "C", "H", "O", "C", "H", "N"],
  "positions_angstrom": [[1.8138, -0.2275, 1.1350], [2.6883, -1.3149, -1.0524], [-1.1517, -0.4872, -4.3154], [-2.1450, -1.0240, -3.0803], [-0.1214, 0.4053, 0.3761], [0.8838, -2.5642, 0.8937], [-1.8767, 2.4945, 1.3468], [1.8250, 0.8640, -0.2589], [-2.2808, 1.1519, 2.4304], [1.0849, -1.5222, -1.4911], [-0.9511, 0.0502, -0.4219], [-1.5031, 1.7778, 2.1178], [-1.9872, -1.0588, -4.0741], [1.7243, -1.2736, -0.5751], [-1.3681, 2.1420, 3.0782], [1.8279, -2.2721, 0.5365], [1.3711, -0.0154, 0.1239], [0.4706, 1.7645, 1.7031], [-0.3046, 1.1099, 1.5276]],
  "mulliken_charge": [0.365, 0.311, 0.321, 0.346, 0.535, 0.323, 0.284, 0.421, 0.319, 0.155, -0.596, -0.913, -0.663, -0.464, 0.398, -0.572, -0.593, 0.266, -0.243],
  "lumo_energy_ev": 0.578,
  "total_charge": 0,
  "smiles": "CNC(=O)CCO.O",
  "gap_ev": 10.5148
}

=====

Version ii
{
  "formula": "C4H11NO3",
  "method": "ωB97M-V with the def2-TZVPD basis set",
  "symbols": ["H", "C", "N", "H", "H", "H", "C", "O", "C", "H", "H", "H", "C", "H", "H", "H", "O", "O", "H"],
  "positions_angstrom": [[-1.3414, 1.0170, -0.5770], [-0.3803, 1.3445, -0.2620], [-0.7599, -0.6414, 1.2049], [-0.6317, 2.8064, 1.2263], [-0.7868, -0.8402, 2.2005], [-1.8136, -2.4499, 0.9032], [1.6097, -0.0927, 0.5733], [-0.6859, 2.6590, 0.2755], [0.1896, 0.4045, 0.8287], [1.8924, -0.6079, 1.5861], [0.4017, -1.1554, -2.0430], [2.3220, 0.7119, 0.3742], [-1.3588, -1.5517, 0.3937], [-0.3571, -0.9519, -3.3792], [1.6893, -0.8008, -0.2695], [0.3058, 1.0282, 1.7046], [0.5135, -1.0442, -2.9888], [-1.2475, -1.5386, -0.8140], [0.4391, 1.7032, -0.9377]],
  "mulliken_charge": [0.287, -0.166, -0.137, 0.282, 0.280, 0.344, -1.292, -0.581, 0.076, 0.312, 0.332, 0.376, -0.044, 0.311, 0.241, 0.286, -0.652, -0.530, 0.275],
  "lumo_energy_ev": 0.452,
  "total_charge": 0,
  "smiles": "C[C@@H](CO)NC=O.O",
  "gap_ev": 10.7119
}

=====

What should be chosen as the most stable of them? Choose version ii.

=====

Version i
{
  "formula": "C4H11NO3",
  "method": "ωB97M-V with the def2-TZVPD basis set",
  "symbols": ["H", "H", "H", "H", "H", "N", "C", "H", "C", "H", "H", "C", "H", "H", "O", "C", "O", "H", "O"],
  "positions_angstrom": [[0.4324, 2.0844, -2.3638], [0.1395, -3.4449, -3.2323], [-1.3872, 0.8187, 0.2460], [-1.0890, -1.1064, 1.6642], [0.4975, -1.2843, 0.9798], [-0.7836, 0.0465, 0.0052], [0.2057, 0.3336, 2.3730], [-0.8167, 2.3929, -1.1878], [0.1862, 1.9316, -1.3103], [0.0045, -0.2122, -1.8859], [0.8269, 2.5137, -0.6613], [0.2338, 0.3992, -1.0211], [1.2284, 0.3283, -0.5500], [-0.0919, 0.1005, 4.3060], [0.9133, 1.2900, 2.4729], [-0.2825, -0.5464, 1.1993], [-0.0689, -3.2296, -2.3246], [0.4306, -2.4174, -2.1881], [-0.5787, 0.0018, 3.4788]],
  "mulliken_charge": [0.356, 0.314, 0.247, 0.333, 0.387, -0.300, 0.648, 0.303, -1.208, 0.220, 0.309, -0.119, 0.242, 0.337, -0.525, -0.777, -0.614, 0.312, -0.463],
  "lumo_energy_ev": 0.740,
  "total_charge": 0,
  "smiles": "CCNCC(=O)O.O",
  "gap_ev": 9.7866
}

=====

Version ii
{
  "formula": "C4H11NO3",
  "method": "ωB97M-V with the def2-TZVPD basis set",
  "symbols": ["N", "H", "O", "H", "C", "H", "H", "H", "O", "H", "C", "O", "H", "H", "H", "H", "H", "C", "C"],
  "positions_angstrom": [[-1.6520, 0.3014, 1.2720], [-1.5588, -1.9609, -0.1526], [2.4161, 1.2052, 1.2404], [1.3222, -1.7255, -1.1566], [-1.9353, -1.1020, -0.7128], [1.8887, 2.3243, -0.3919], [-3.0301, -1.1501, -0.7120], [0.3607, 0.8116, -0.3582], [0.9212, -0.8772, -1.3909], [-1.6748, 1.0860, -0.6438], [-1.4852, 0.1757, -0.0819], [0.8883, -0.7950, 0.9143], [2.8025, 0.7676, -0.7734], [-1.5797, -1.1775, -1.7383], [-1.2291, -0.4595, 1.7982], [-1.3870, 1.1948, 1.6638], [2.0860, 0.2933, 1.4907], [0.6761, -0.2332, -0.1901], [2.1701, 1.3212, -0.0769]],
  "mulliken_charge": [-0.453, 0.281, -0.490, 0.354, -1.182, 0.371, 0.372, 0.289, -0.486, 0.512, -0.181, -0.805, 0.286, 0.286, 0.287, 0.280, 0.405, 0.390, -0.518],
  "lumo_energy_ev": [0.440, 0.379],
  "total_charge": 0,
  "gap_ev": [7.5664, 7.2236]
}

=====

Version iii
{
  "formula": "C4H11NO3",
  "method": "ωB97M-V with the def2-TZVPD basis set",
  "symbols": ["O", "H", "H", "H", "C", "H", "C", "C", "O", "H", "O", "C", "H", "N", "H", "H", "H", "H", "H"],
  "positions_angstrom": [[4.1825, -1.3432, 1.7800], [4.3412, -2.1825, 1.3439], [-0.3680, 0.9143, 2.2372], [-1.2046, 0.3510, -2.4131], [-0.9957, -0.6095, -1.9308], [-1.2659, 2.3849, 0.6952], [-1.0040, -0.4664, -0.4508], [0.2100, 0.3255, 1.5014], [1.0163, -0.5334, 1.7189], [3.3217, -1.1186, 1.3437], [-2.2739, -0.2888, 0.1965], [-0.0692, 0.7285, 0.0591], [0.0391, -0.9070, -2.1772], [-0.7587, 2.0168, -0.0910], [0.8429, 0.8235, -0.5247], [-1.5392, -1.4541, -2.3515], [-1.3137, 2.1100, -0.9344], [-0.6035, -1.3208, 0.0941], [-2.5573, 0.5697, -0.0963]],
  "mulliken_charge": [-0.628, 0.305, 0.232, 0.230, -1.224, 0.223, -0.156, -0.109, -0.439, 0.324, -0.548, 0.351, 0.351, -0.645, 0.341, 0.378, 0.239, 0.405, 0.371],
  "lumo_energy_ev": 0.682,
  "total_charge": 0,
  "smiles": "C[C@H](O)[C@@H](N)C=O.O",
  "gap_ev": 10.4686
}

=====

Version iv
{
  "formula": "C4H11NO3",
  "method": "ωB97M-V with the def2-TZVPD basis set",
  "symbols": ["H", "C", "H", "H", "H", "H", "C", "C", "H", "H", "O", "H", "H", "H", "O", "H", "N", "O", "C"],
  "positions_angstrom": [[-0.6444, 1.3743, -0.0096], [-0.5229, 0.0579, -1.9263], [0.5400, -1.4662, 2.2057], [0.9727, -0.9735, -0.5206], [1.2092, 2.5645, 0.4235], [1.8794, 1.5529, -0.8460], [-0.0091, -0.4488, -0.4988], [1.4031, 1.5139, 0.1562], [2.1445, 1.1116, 0.8313], [-0.9674, -0.7674, -2.5216], [-1.4133, -2.4471, -0.8681], [-1.0385, -0.9197, 1.7964], [0.2666, 0.7164, -2.2731], [-1.2378, 0.8672, -1.8046], [-0.0587, -0.7549, 2.6252], [0.2048, 0.1289, 2.1134], [0.1361, 0.7943, 0.3466], [-1.7940, -1.4086, 0.9571], [-1.0704, -1.4954, -0.1867]],
  "mulliken_charge": [0.217, -1.407, 0.403, 0.294, 0.334, 0.340, 0.270, -0.898, 0.293, 0.354, -0.614, 0.445, 0.376, 0.455, -0.686, 0.510, -0.361, -0.651, 0.327],
  "lumo_energy_ev": 0.324,
  "total_charge": 0,
  "gap_ev": 9.7273
}

=====

What should be chosen as the most stable of them? Choose version i.

=====

Version i
{
  "formula": "C4H11NO3",
  "method": "ωB97M-V with the def2-TZVPD basis set",
  "symbols": ["O", "C", "N", "H", "H", "H", "C", "H", "O", "C", "H", "H", "O", "H", "H", "H", "H", "H", "C"],
  "positions_angstrom": [[1.6155, -1.1593, 0.0607], [3.5888, 0.1792, -0.2383], [-2.0108, -0.3852, -1.5460], [4.0001, 0.7787, 0.5740], [3.7176, 0.7431, -1.1627], [-1.8149, -1.3769, -1.6531], [-1.3887, -0.1004, 0.2476], [-0.0665, -1.4392, 0.5641], [1.4388, 1.0777, 0.1218], [-2.4951, 0.5888, 0.9813], [-2.1206, 0.9270, 1.9511], [-0.9742, 0.2982, -0.7711], [-0.9965, -1.2489, 0.8267], [0.4700, 0.8839, 0.2208], [-2.8555, 1.4525, 0.4257], [-3.3249, -0.0976, 1.1696], [-3.0198, -0.2951, -1.4665], [4.1109, -0.7709, -0.3045], [2.1261, -0.0557, -0.0012]],
  "mulliken_charge": [-0.680, -1.053, -0.876, 0.307, 0.294, 0.259, 0.166, 0.517, -0.461, -1.382, 0.352, 0.598, -0.496, 0.331, 0.316, 0.362, 0.243, 0.312, 0.890],
  "lumo_energy_ev": 0.825,
  "total_charge": 0,
  "gap_ev": 9.5572
}

=====

Version ii
{
  "formula": "C4H11NO3",
  "method": "ωB97M-V with the def2-TZVPD basis set",
  "symbols": ["H", "O", "H", "H", "O", "H", "O", "H", "H", "H", "C", "N", "H", "C", "H", "H", "C", "C", "H"],
  "positions_angstrom": [[1.2017, -1.5687, 1.5019], [2.1862, 2.7574, 1.0210], [-0.0396, -0.2533, 1.7537], [1.2413, -1.3195, -1.6676], [0.4510, 1.4871, -0.5690], [-0.4622, -2.3321, -0.5435], [-2.7359, -1.1572, 0.3795], [-1.5012, 0.3727, -0.0095], [-2.5790, -2.0838, 0.5940], [1.6990, 3.5516, 0.8473], [0.9615, 0.5707, -1.1808], [0.7174, -0.7496, -1.0255], [-1.8632, -0.6442, -1.4006], [0.1845, -1.2311, 1.3342], [1.5791, 2.0249, 0.8715], [-0.3669, -1.9391, 1.9669], [-0.2506, -1.3574, -0.0941], [-1.6191, -0.6578, -0.3341], [1.7079, 0.7933, -1.9483]],
  "mulliken_charge": [0.409, -0.660, 0.300, 0.232, -0.602, 0.400, -0.511, 0.311, 0.322, 0.291, -0.050, -0.131, 0.351, -1.266, 0.368, 0.348, 0.156, -0.674, 0.406],
  "lumo_energy_ev": 0.485,
  "total_charge": 0,
  "smiles": "C[C@@H](CO)NC=O.O",
  "gap_ev": 10.5488
}

=====

What should be chosen as the most stable of them? Choose version ii.

=====

Version i
{
  "formula": "C4H11NO3",
  "method": "ωB97M-V with the def2-TZVPD basis set",
  "symbols": ["H", "H", "H", "O", "H", "C", "H", "N", "H", "C", "H", "H", "H", "C", "C", "H", "H", "O", "O"],
  "positions_angstrom": [[-0.5580, -4.0653, 1.3806], [1.8312, -1.4492, -1.0282], [2.4820, 0.2052, -1.2163], [3.8725, -0.7853, 2.9117], [0.0841, -2.8789, 0.6028], [0.0000, 0.0000, 0.0000], [4.7110, 1.0177, 2.4376], [1.3569, -0.1980, 0.5368], [0.0163, 0.6449, -0.8947], [4.2029, 0.0860, 2.1193], [4.3615, -1.3835, -0.6024], [-0.5712, 0.5122, 0.7925], [-0.5165, -0.9409, -0.2539], [3.6081, -1.0521, 0.1378], [2.2983, -0.6053, -0.4850], [1.6205, 0.7181, 0.9216], [3.4789, -1.8679, 0.8749], [4.2081, 0.0409, 0.8144], [0.2632, -3.7966, 0.9097]],
  "mulliken_charge": [0.311, 0.402, 0.326, -0.502, 0.335, -0.937, 0.346, -0.322, 0.336, 0.179, 0.333, 0.311, 0.273, -0.541, -0.484, 0.223, 0.346, -0.283, -0.652],
  "lumo_energy_ev": 0.768,
  "total_charge": 0,
  "smiles": "CNCCOC=O.O",
  "gap_ev": 10.1212
}

=====

Version ii
{
  "formula": "C4H11NO3",
  "method": "ωB97M-V with the def2-TZVPD basis set",
  "symbols": ["O", "H", "C", "H", "H", "N", "O", "H", "O", "H", "C", "C", "H", "H", "C", "H", "H", "H", "H"],
  "positions_angstrom": [[-1.0681, -5.5297, -4.1745], [0.6873, 0.2977, -1.4400], [0.5122, 1.3711, 0.2878], [0.6415, 0.4736, 2.2791], [2.1384, 2.7829, 0.5732], [0.2994, 0.1841, -0.5267], [-1.5228, -0.8029, 1.4952], [0.2189, -0.7314, -0.1383], [-2.3653, 1.2536, 1.4868], [-3.1910, 0.8196, 1.2941], [2.0396, 1.7118, 0.3558], [-1.3588, 0.3810, 1.6371], [-0.0626, 2.0494, 2.3085], [-0.9591, -5.6921, -3.2214], [-0.0173, 1.1436, 1.7164], [2.4297, 1.4090, -0.6099], [-1.0022, -4.5865, -4.3527], [2.5215, 1.2279, 1.2049], [0.0586, 2.2374, -0.1753]],
  "mulliken_charge": [-0.646, 0.194, 0.469, 0.384, 0.333, -0.535, -0.565, 0.144, -0.447, 0.331, -1.273, 0.532, 0.388, 0.325, -0.841, 0.349, 0.321, 0.304, 0.232],
  "lumo_energy_ev": 0.701,
  "total_charge": 0,
  "smiles": "C[C@@H](N)CC(=O)O.O",
  "gap_ev": 9.6160
}

=====

What should be chosen as the most stable of them? Choose version ii.